1.
19
Properties=species:S:1:pos:R:3:forces:R:3 method="wB97M-V/def2-TZVPD" homo_lumo_gap_ha=0.3474 total_charge=0 multiplicity=1
H 0.4244 -2.6799 0.3788 -0.345 -0.444 -0.575
H 0.5863 2.6445 -0.1446 0.169 0.268 -0.384
C -0.0373 -1.7438 0.0923 0.078 2.322 0.390
H 1.8947 1.7043 -0.9838 0.006 0.255 0.089
O -3.3182 0.6679 -0.3487 -0.168 0.075 0.350
C 0.1950 0.5802 -0.1818 -0.084 0.124 0.650
H 3.7791 -1.5859 -0.1333 -0.123 -0.078 -0.014
H -0.5450 0.7704 -0.9666 0.141 -0.136 -0.141
H 2.6039 -0.5768 -0.0660 0.213 -0.486 -0.232
H -1.8776 -0.7018 0.3652 0.611 0.323 -0.602
N 0.7490 -0.7799 -0.2472 -0.235 -0.024 0.569
N -1.3680 -1.5633 0.3953 -0.038 -0.896 0.251
H -3.4287 0.5833 0.6067 -0.099 0.069 -0.046
O 3.5797 -0.6485 -0.1377 0.114 0.412 0.155
H 1.7589 1.8151 0.8057 0.145 -0.404 -0.171
H -3.8533 1.4412 -0.5590 0.078 -0.021 -0.165
H -1.9860 -2.3417 0.4936 0.174 -0.492 0.094
C 1.2103 1.7531 -0.1371 -0.613 -0.847 -0.016
H -0.3671 0.6617 0.7683 -0.025 -0.018 -0.200

---

2.
19
Properties=species:S:1:pos:R:3:forces:R:3 method="wB97M-V/def2-TZVPD" homo_lumo_gap_ha=0.2003 total_charge=0 multiplicity=1
C -0.5083 -1.0424 0.8219 0.310 -0.601 0.950
H -3.0710 -0.0145 -0.3100 0.262 -0.438 -0.170
H 0.4422 -0.9410 1.3927 -0.872 -0.588 0.721
C 1.4792 -0.6207 -0.7546 -2.802 -3.959 1.355
C -1.3523 0.2016 1.0927 -3.327 -0.165 -2.728
N -0.0962 -1.1879 -0.5095 2.060 1.015 -2.643
N -2.9400 0.0389 0.6836 1.539 -0.124 2.598
O 2.7829 2.3215 -1.3491 -0.646 -5.399 0.173
H 2.6489 3.0546 -1.8648 -0.561 2.749 -2.032
H 0.3340 1.2326 1.0118 0.912 -1.325 -1.091
H -1.3464 0.9691 0.3018 1.450 0.296 -0.065
H 2.1686 -1.4809 -0.4020 -0.524 0.946 0.099
H -3.4455 -0.6867 1.2311 0.809 0.582 -0.851
O 1.7601 -0.0214 -1.7561 0.288 0.739 -2.457
H 1.4089 0.0166 0.2016 -0.534 2.470 2.055
H -1.1047 -1.9285 1.0952 0.407 0.300 0.469
H -1.2730 0.6805 2.0420 -0.329 -0.118 0.972
H 2.4008 1.4643 -1.9065 1.315 3.002 2.098
H -0.2881 -2.0556 -1.0220 0.242 0.618 0.546

---

3.
19
Properties=species:S:1:pos:R:3:forces:R:3 method="wB97M-V/def2-TZVPD" homo_lumo_gap_ha="0.3492 / 0.2115" total_charge=+1 multiplicity=2
N 1.9174 1.2376 -0.6184 -2.038 -1.639 -3.131
H 1.4243 0.6558 -2.5413 -0.402 -0.677 0.145
H 0.4321 -2.7740 0.4369 0.233 -1.160 1.604
H -0.7826 2.8553 0.6102 -0.582 -0.206 0.069
N 0.2268 -0.4873 -1.2193 0.361 1.267 2.652
H -0.7260 0.9129 0.2416 0.882 -3.479 -0.093
C -0.4863 -0.3229 0.0899 -1.314 3.283 -0.894
H -2.2213 -1.1631 0.9368 -0.891 -0.566 1.758
C -1.7915 -1.0644 0.0018 -1.304 0.277 -4.583
O 0.2908 -3.5259 1.0665 -1.284 0.112 -3.728
H 0.0555 -0.7104 0.9769 0.474 0.232 -0.709
H -1.6112 3.2139 1.9229 0.014 -0.303 -0.328
H -1.6634 -2.0146 -0.5871 0.049 0.480 1.255
H 0.5960 -3.4150 1.9256 1.139 0.920 2.124
O -0.9336 3.4981 1.3002 0.523 0.592 0.235
C 1.0912 0.4613 -1.5134 4.034 2.705 0.867
H -2.5696 -0.5355 -0.7231 1.636 -0.594 1.707
H 2.7319 1.7916 -0.9160 -0.464 -0.847 -0.949
H 1.5873 1.7099 0.1765 -1.065 -0.401 1.999

---

4.
20
Properties=species:S:1:pos:R:3:forces:R:3 method="wB97M-V/def2-TZVPD" homo_lumo_gap_ha=0.3774 total_charge=+1 multiplicity=1 smiles=C[NH2+][C@H](C)OP(N)O
H 1.5744 -1.9168 -1.2440 -0.561 0.770 0.035
H 1.7164 0.1654 -1.1741 -1.770 0.610 1.180
N 1.0939 0.4772 -0.3609 -0.328 1.998 -0.247
H 1.1938 2.5902 0.1255 -0.632 1.027 -0.801
H 0.7409 -0.7353 1.4586 -0.019 0.862 0.545
N -3.3278 -0.5003 -0.0245 2.609 1.781 0.043
H -3.0883 -1.2597 -0.6190 -0.482 -0.651 -0.484
P -2.0273 0.3231 0.6297 -0.682 -0.703 -0.378
H -1.7284 2.3860 -0.4912 -0.624 1.279 0.323
C 0.6007 -0.6877 0.3990 -2.666 -2.421 -1.852
H 2.8891 1.8169 0.0956 -2.557 -0.352 0.606
C 1.7394 1.7205 0.3414 2.032 -2.800 1.881
H 0.4052 -2.8354 -0.2493 1.503 2.004 0.482
O -1.0588 -0.9638 0.1906 4.074 2.716 0.396
O -1.3819 1.5149 -0.5378 0.678 -3.015 0.152
H -4.1788 -0.4020 0.4254 -1.969 -0.162 0.558
H 2.0541 -2.1909 0.3791 -0.710 -0.229 -0.270
C 1.1540 -1.9237 -0.2277 0.359 -3.179 0.343
H 0.1131 0.9481 -0.5425 0.824 -0.215 -1.426
H 1.5162 1.4734 1.4262 0.921 0.681 -1.084

---

5.
22
Properties=species:S:1:pos:R:3:forces:R:3 method="wB97M-V/def2-TZVPD" homo_lumo_gap_ha="0.2706 / 0.1761" total_charge=+1 multiplicity=3
H 3.1501 -0.8897 0.6657 2.642 -0.412 -0.375
H 0.5746 -1.2924 -1.7794 -1.620 0.076 -1.046
N 2.2315 -0.6616 0.8466 0.710 0.580 4.507
O -1.2195 0.0139 -0.5265 0.247 0.852 0.650
H 2.0733 -1.9334 -1.4238 -0.252 0.244 0.177
H -1.6975 -3.4936 0.6780 0.221 0.012 -0.031
H -0.1009 3.4526 -1.1976 -0.296 0.848 -0.264
H 2.0266 -0.1874 1.7855 0.192 -1.026 -1.675
N 1.3815 -1.1989 -1.2353 2.518 -3.544 -2.952
H 1.5528 3.7612 -0.3971 -2.260 -1.007 0.014
C -2.6291 -0.2484 -0.2991 -0.404 -3.290 -1.698
C 0.4954 3.2453 -0.3331 3.358 0.015 -2.375
H -2.7772 -1.4347 -0.4920 0.394 2.961 0.116
S -0.3720 -3.2633 0.5758 -0.080 -0.041 0.025
O 0.7565 1.8158 -0.4887 -0.426 1.237 -0.490
H -0.3568 -2.4865 1.6734 -0.048 0.046 -0.109
H -3.1270 0.3459 -1.0294 -0.400 -0.022 -0.963
H 0.0492 3.5026 0.5586 -1.068 0.229 2.019
H -3.2296 -0.0700 0.5677 1.131 0.590 1.619
O -0.1109 0.9013 1.6986 -0.430 -0.114 -0.112
P -0.0017 0.6813 0.2480 1.402 -2.549 1.009
C 1.3307 -0.5597 -0.0958 -5.533 4.314 1.956

---

6.
18
Properties=species:S:1:pos:R:3:forces:R:3 method="wB97M-V/def2-TZVPD" homo_lumo_gap_ha=0.3659 total_charge=+1 multiplicity=1
C -0.2315 1.4049 -0.1414 -3.249 -3.573 1.461
P -0.8910 1.3874 -1.8861 0.390 -0.637 -0.267
H -1.7202 -0.6130 1.4880 0.796 0.046 -1.532
H -1.7067 0.2325 -1.7085 0.093 0.246 -0.037
H 2.0036 0.0683 1.4522 -3.035 -0.644 0.496
N 0.9678 -0.2561 1.6536 2.392 0.186 -0.318
C -1.0541 -1.0688 0.6862 -0.289 0.961 0.536
H 0.5026 0.3386 2.3422 0.127 -0.065 -0.443
H -0.9631 1.6407 0.6887 0.777 -0.392 -1.017
N 0.2152 -0.3729 0.4452 -0.009 4.746 0.169
C 1.0201 -1.0298 -0.5560 2.699 -1.989 -3.096
H 2.1610 -0.7702 -0.4008 -2.419 -0.495 -0.280
H -0.6967 -1.9453 1.1379 -0.039 -1.846 0.248
H 0.6113 1.9627 -0.0235 2.734 1.100 0.367
H 0.7770 -0.7060 -1.6590 0.162 -0.415 2.315
H 0.9361 -2.2226 -0.5821 0.010 2.692 0.578
H -1.4326 -1.1874 -0.3274 -0.791 -0.323 0.586
H -1.9622 2.2367 -1.6416 -0.348 0.402 0.234

---

7.
18
Properties=species:S:1:pos:R:3:forces:R:3 method="wB97M-V/def2-TZVPD" homo_lumo_gap_ha="0.0795 / 0.3192" total_charge=-1 multiplicity=2
H -0.2526 -1.5907 1.3519 0.137 0.152 -0.588
H 0.5173 -2.4371 2.5594 0.503 -0.507 0.308
H -1.8360 -0.1934 -2.8502 -0.065 0.217 -0.029
H -0.2287 -0.8156 -2.5549 0.177 0.082 -0.247
C -1.1867 0.7616 -0.2454 0.787 0.663 0.225
S -0.4251 1.4495 -1.7426 -0.721 0.057 -0.083
H -2.2044 0.4022 -0.3335 -0.068 -0.195 -0.412
N 0.2004 -0.4159 2.9107 1.067 1.567 -0.559
H 1.9452 -2.3223 0.9108 0.379 -0.141 0.019
C -0.7786 0.0763 -2.8694 -0.029 0.006 0.370
H -0.6268 -0.6136 3.4071 -1.139 -0.454 0.406
C 0.5967 -1.4944 2.0329 -1.033 -0.711 0.686
H 0.8476 0.0122 3.5541 0.524 -0.497 -0.206
H -0.5095 0.4282 -3.8643 0.123 -0.269 -0.075
H -1.1865 1.5327 0.5312 0.116 0.020 -0.127
N 1.9035 -1.4346 1.4162 -0.375 0.300 -0.168
H 1.8924 -0.7583 0.6510 -0.023 0.192 0.160
H -0.4866 0.0009 0.0653 -0.359 -0.482 0.320

---

8.
19
Properties=species:S:1:pos:R:3:forces:R:3 method="wB97M-V/def2-TZVPD" homo_lumo_gap_ha=0.2748 total_charge=-1 multiplicity=1
O 0.9733 0.3607 -0.9401 -0.368 0.352 -0.937
N -1.3566 -1.6989 1.1841 -0.639 -0.691 -1.353
H 0.8932 2.0654 2.1710 -0.252 -0.019 -0.097
H -0.7274 1.1632 -1.7841 0.059 0.119 -0.124
C -0.4228 0.4773 1.6287 2.181 0.050 1.107
N 0.0981 -0.2767 -3.0792 0.614 -0.392 -0.420
H 0.1380 -1.2994 2.6927 -0.037 -0.345 -0.080
N 0.9581 1.1495 1.7410 -1.193 -0.223 -0.475
H 0.3818 0.0272 -4.0122 -0.406 0.610 0.014
H -1.0022 0.7448 2.5188 -0.129 0.202 -0.196
H 0.8433 -0.9723 -2.9468 -0.365 0.256 0.807
C 0.3090 0.8261 -2.0269 0.493 -1.194 0.711
C -0.1314 -1.0319 1.6720 0.294 0.680 -1.595
H 0.7425 -1.0758 0.9580 -0.732 -0.599 0.786
H -1.5392 -1.3160 0.2202 0.325 -0.496 1.292
H -0.9723 0.6689 0.7139 0.111 0.461 -0.188
H 1.3469 1.2663 0.7809 -0.635 -0.448 0.472
H 0.8321 1.6599 -2.5326 0.008 0.264 -0.174
H -1.3645 -2.7385 1.0406 0.672 1.413 0.449